Here is an isolated ion of composition C6H11O5 and charge +1 in a non-equilibrium geometry from the Open Molecules 2025 dataset. Energies are from wB97M-V/def2-TZVPD.

Geometry as XYZ:
```
22
Properties=species:S:1:pos:R:3:forces:R:3
O -2.246326 -0.539524 -0.500403 1.1 2.4 -0.1
O 0.108345 -0.951686 -0.981729 -4.5 1.8 -2.6
O 1.248210 -0.922061 -0.322583 5.5 -2.3 3.5
O 0.006942 -0.137448 2.190704 -1.1 -1.4 -2.4
O -0.059378 2.412009 -0.206226 -3.2 1.1 -3.3
C 0.389951 1.235006 0.209434 2.7 -1.6 1.4
C -0.946799 -1.992439 0.846374 -0.6 -2.2 -1.7
C 1.917461 0.815701 -2.018036 0.6 0.1 4.0
C -0.647077 0.473825 1.049292 3.6 -1.9 -0.2
C 1.084211 0.281969 -0.825997 -1.9 2.2 -2.2
C -1.112567 -0.718408 0.157957 -0.1 -0.2 1.2
H -0.003239 -2.205907 1.260323 1.0 0.2 0.5
H 1.996917 1.808795 -1.520835 0.8 0.0 -1.3
H 1.704061 0.882338 -3.057663 -1.2 -0.2 -0.5
H 0.226871 0.471685 2.850648 0.3 1.8 1.5
H 2.861629 0.259569 -1.907540 -0.1 0.4 -0.1
H -2.714300 -1.335623 -0.611821 -1.0 -1.9 -0.5
H -0.886944 2.173430 -0.742573 1.4 1.4 0.7
H -1.222467 1.274601 1.391458 -2.3 0.6 0.1
H -1.658874 -1.945808 1.587323 -1.5 -0.2 2.2
H -1.211834 -2.877462 0.226069 0.0 0.7 -0.1
H 1.165208 1.537438 0.925824 0.4 -0.7 -0.1
```
Forces are in eV/Å.

Results
Charge: +1
Strongest force on any atom in eV/A: 6.87
Frontier orbital gap in eV: 11.230

Atomic partial charges in e from the Löwdin method, atoms 1 to 6: atom 1 (O): 0.19, atom 2 (O): 0.08, atom 3 (O): 0.10, atom 4 (O): 0.02, atom 5 (O): 0.06, atom 6 (C): -0.31